The following is a quantum chemistry calculation of a gas-phase ion, C3H7N2O3S (charge -1) at a distorted geometry, from the Open Molecules 2025 dataset.

## Properties
ΔE to the lowest compared entry with this formula, charge and spin: 65.17 kJ/mol
Kohn-Sham gap (spin up / spin down): 0.33555 / 0.33553 hartree
net charge: -1
SMILES string: [H]/N=N/C(C)(C)S(=O)(=O)[O-]
HOMO (spin up / spin down): -5.17 / -5.17 eV
E_LUMO (spin up / spin down): 4.0 / 4.0 eV

Each line ends with the Mulliken charge.
Positions of all 16 atoms, in Å:
C (1.027, -0.935, 0.697)  -1.018
C (-1.045, 0.642, 1.251)  -1.298
C (0.080, 0.186, 0.276)  1.047
N (1.671, 1.165, -0.980)  -0.790
N (0.572, 1.300, -0.308)  -0.174
O (-0.536, -2.058, -1.134)  -0.713
O (-0.509, -0.009, -2.561)  -0.637
O (-2.257, -0.414, -0.966)  -0.696
S (-0.879, -0.635, -1.333)  1.179
H (0.983, -0.997, 1.851)  0.229
H (1.935, -0.429, 0.315)  0.383
H (0.903, -1.906, 0.160)  0.296
H (-0.650, 0.750, 2.328)  0.317
H (-1.812, -0.172, 1.117)  0.312
H (-1.393, 1.570, 0.896)  0.371
H (1.911, 1.942, -1.609)  0.190

The following is a quantum chemistry calculation of a gas-phase ion, C3H7N2O5S (charge -1) at a distorted geometry, from the Open Molecules 2025 dataset.

## Properties
ΔE to the lowest compared entry with this formula, charge and spin: 64.69 kJ/mol
Kohn-Sham gap: 0.35504 hartree
net charge: -1
SMILES string: CCCN([N+](=O)[O-])S(=O)(=O)[O-]
HOMO: -5.91 eV
E_LUMO: 3.8 eV

Each line ends with the Mulliken charge.
Positions of all 18 atoms, in Å:
C (0.875, 0.895, 1.508)  -0.868
C (1.470, 0.601, 0.083)  -0.334
C (0.390, 0.703, -1.004)  -0.893
N (-0.649, -0.430, -0.921)  -0.103
N (-0.270, -1.694, -1.264)  1.055
O (-3.137, -0.854, -0.211)  -0.668
O (0.601, -1.903, -2.114)  -0.722
O (-0.940, -2.593, -0.811)  -0.632
O (-1.849, 0.991, 0.734)  -0.634
O (-1.251, -1.352, 1.314)  -0.650
S (-1.882, -0.414, 0.400)  1.118
H (0.324, 1.889, 1.549)  0.232
H (-0.005, 0.245, 1.664)  0.165
H (1.638, 0.838, 2.242)  0.417
H (1.960, -0.362, -0.149)  0.293
H (2.176, 1.257, -0.318)  0.405
H (-0.324, 1.384, -0.729)  0.527
H (0.873, 0.798, -1.974)  0.290

The following is a quantum chemistry calculation of a gas-phase ion, C3H7N2OS (charge +1) at a distorted geometry, from the Open Molecules 2025 dataset.

## Properties
ΔE to the lowest compared entry with this formula, charge and spin: 475.29 kJ/mol
Kohn-Sham gap: 0.33216 hartree
net charge: +1
SMILES string: C/C=N/[C@]1([NH3+])OS1
HOMO: -14.07 eV
E_LUMO: -5.0 eV

Each line ends with the Mulliken charge.
Positions of all 14 atoms, in Å:
C (-0.959, 0.962, 0.105)  0.115
C (1.372, -0.288, 0.171)  0.461
C (-2.391, 1.137, -0.083)  -0.990
N (-0.403, -0.168, -0.160)  -0.452
N (1.715, -1.723, -0.183)  -0.355
O (1.936, 0.297, 1.240)  -0.353
S (2.492, 0.817, -0.389)  0.025
H (-0.495, 1.752, 0.533)  0.476
H (-2.649, 1.669, -0.969)  0.299
H (-3.084, 0.195, -0.090)  0.264
H (-2.781, 1.745, 0.795)  0.304
H (1.011, -2.428, 0.129)  0.395
H (2.623, -2.203, 0.167)  0.392
H (1.614, -1.765, -1.266)  0.418

The following is a quantum chemistry calculation of a gas-phase ion, C3H7N2S (charge +1) at a distorted geometry, from the Open Molecules 2025 dataset.

## Properties
ΔE to the lowest compared entry with this formula, charge and spin: 366.46 kJ/mol
Kohn-Sham gap: 0.37344 hartree
net charge: +1
SMILES string: C1=N[NH2+]CSC1
HOMO: -13.93 eV
E_LUMO: -3.8 eV

Each line ends with the Mulliken charge.
Positions of all 13 atoms, in Å:
C (1.168, 0.874, 0.194)  0.024
C (0.788, -0.143, 1.256)  -0.692
C (-0.917, -1.018, -0.547)  -0.485
N (0.508, 1.236, -0.859)  -0.597
N (-0.777, 0.445, -1.002)  -0.103
S (-0.713, -1.450, 1.242)  -0.005
H (2.086, 1.327, 0.438)  0.452
H (0.598, 0.532, 2.093)  0.377
H (-2.055, -1.107, -0.779)  0.379
H (-0.060, -1.619, -1.073)  0.384
H (-1.352, 1.243, -0.446)  0.428
H (1.683, -0.684, 1.565)  0.414
H (-0.957, 0.362, -2.084)  0.423

The following is a quantum chemistry calculation of a molecular structure, C3H7N2S at a distorted geometry, from the Open Molecules 2025 dataset.

## Properties
ΔE to the lowest compared entry with this formula, charge and spin: 142.32 kJ/mol
Kohn-Sham gap (spin up / spin down): 0.33351 / 0.26736 hartree
net charge: +1
HOMO (spin up / spin down): -12.54 / -14.13 eV
spin multiplicity: 3
E_LUMO (spin up / spin down): -3.5 / -6.9 eV

Each line ends with the Mulliken charge.
Positions of all 13 atoms, in Å:
C (0.017, 0.538, -0.031)  0.155
C (-0.420, 0.523, -2.285)  -0.435
C (0.217, -0.844, 2.011)  -0.846
N (0.202, -0.092, -1.153)  -0.071
N (0.204, 0.392, 1.267)  -0.139
S (-1.149, 2.035, -1.552)  0.084
H (0.258, 0.770, -2.966)  0.411
H (-1.365, -0.001, -2.562)  0.319
H (1.213, -1.243, 1.821)  0.356
H (0.017, -0.728, 3.141)  0.283
H (-0.467, -1.518, 1.607)  0.328
H (0.684, -0.998, -1.096)  0.262
H (0.589, 1.165, 1.797)  0.293

The following is a quantum chemistry calculation of 2 unconnected molecules or ions with the total composition C3H7N3 at a distorted geometry, from the Open Molecules 2025 dataset.

## Properties
ΔE to the lowest compared entry with this formula, charge and spin: 227.50 kJ/mol
Kohn-Sham gap: 0.35217 hartree
HOMO: -9.01 eV
E_LUMO: 0.6 eV

Each line ends with the Mulliken charge.
Positions of all 13 atoms, in Å:
C (1.570, 0.127, -0.175)  -0.022
C (-0.768, 1.519, -0.437)  -0.861
C (0.423, -0.537, 0.422)  0.472
N (2.442, 0.533, -0.808)  -0.428
N (0.098, -1.846, -0.217)  -0.684
N (-0.702, 0.359, 0.435)  -0.293
H (-1.277, 1.253, -1.354)  0.287
H (-1.198, 2.410, -0.018)  0.301
H (0.258, 1.875, -0.652)  0.297
H (0.735, -0.847, 1.843)  0.194
H (0.794, -2.560, 0.067)  0.281
H (-0.797, -2.117, 0.226)  0.242
H (-1.580, -0.170, 0.668)  0.215

The following is a quantum chemistry calculation of a single C3H7N3 molecule at a distorted geometry, from the Open Molecules 2025 dataset.

## Properties
ΔE to the lowest compared entry with this formula, charge and spin: 241.82 kJ/mol
Kohn-Sham gap: 0.35271 hartree
SMILES string: [H]/N=C/N(C)N=C
HOMO: -8.63 eV
E_LUMO: 1.0 eV

Each line ends with the Mulliken charge.
Positions of all 13 atoms, in Å:
C (-1.985, -0.446, -0.075)  -0.892
C (0.488, -1.139, 0.110)  -0.115
C (0.874, 1.641, -0.023)  -0.444
H (-2.417, -0.775, 0.877)  0.273
H (-2.160, -1.056, -0.887)  0.354
H (-2.310, 0.596, -0.235)  0.344
H (0.114, -2.047, 0.339)  0.457
H (2.180, -1.808, -0.025)  0.221
H (1.658, 0.942, -0.090)  0.436
H (1.135, 2.712, 0.066)  0.249
N (-0.535, -0.175, 0.007)  0.242
N (1.712, -0.926, -0.094)  -0.581
N (-0.385, 1.258, 0.070)  -0.543

The following is a quantum chemistry calculation of a single C3H7N3 molecule at a distorted geometry, from the Open Molecules 2025 dataset.

## Properties
ΔE to the lowest compared entry with this formula, charge and spin: 160.38 kJ/mol
Kohn-Sham gap: 0.32610 hartree
SMILES string: N/C=C\C=N\N
HOMO: -7.74 eV
E_LUMO: 1.1 eV

Each line ends with the Mulliken charge.
Positions of all 13 atoms, in Å:
C (1.818, 0.130, 0.009)  -0.129
C (0.862, 1.044, 0.072)  -0.631
C (-0.557, 0.753, -0.075)  0.140
H (2.373, -1.736, -0.424)  0.218
H (0.667, -1.652, 0.039)  0.279
H (2.885, 0.411, -0.112)  0.281
H (1.093, 2.084, 0.236)  0.315
H (-1.182, 1.621, -0.324)  0.254
H (-2.981, 0.472, -0.099)  0.249
H (-2.991, -1.043, 0.680)  0.261
N (1.622, -1.207, 0.007)  -0.405
N (-1.100, -0.399, 0.146)  -0.227
N (-2.509, -0.477, -0.155)  -0.606

The following is a quantum chemistry calculation of a molecular structure, C3H7N3 at a distorted geometry, from the Open Molecules 2025 dataset.

## Properties
ΔE to the lowest compared entry with this formula, charge and spin: 302.29 kJ/mol
Kohn-Sham gap: 0.34705 hartree
HOMO: -8.90 eV
E_LUMO: 0.5 eV

Each line ends with the Mulliken charge.
Positions of all 13 atoms, in Å:
N (-1.825, 0.096, 0.450)  -0.586
C (-0.737, 0.764, -0.223)  -0.561
C (0.544, 0.329, 0.406)  0.158
N (1.080, -1.278, -0.060)  -0.507
C (1.765, 0.417, -0.292)  0.153
N (2.682, 0.963, -0.788)  -0.541
H (-2.736, 0.509, 0.218)  0.250
H (-1.910, -0.864, 0.093)  0.227
H (-0.843, 1.844, -0.044)  0.354
H (-0.677, 0.624, -1.314)  0.300
H (0.582, 0.464, 1.486)  0.337
H (0.382, -1.944, -0.403)  0.212
H (1.693, -1.926, 0.471)  0.206

The following is a quantum chemistry calculation of a single C3H7N3O molecule, from the Open Molecules 2025 dataset.

## Properties
ΔE to the lowest compared entry with this formula, charge and spin: 99.82 kJ/mol
Kohn-Sham gap: 0.36946 hartree
SMILES string: [H]/N=C/N/C(O)=N\C
HOMO: -9.19 eV
E_LUMO: 0.9 eV

Each line ends with the Mulliken charge.
Positions of all 14 atoms, in Å:
C (2.170, 0.896, 0.119)  -0.889
N (1.575, -0.404, 0.150)  -0.646
C (0.337, -0.639, 0.001)  0.771
O (0.017, -1.940, 0.135)  -0.540
N (-0.710, 0.209, -0.285)  -0.230
C (-2.037, -0.170, -0.453)  0.035
N (-2.891, 0.675, -0.861)  -0.635
H (1.670, 1.607, 0.790)  0.312
H (2.198, 1.322, -0.893)  0.309
H (3.206, 0.791, 0.456)  0.270
H (0.943, -2.218, 0.327)  0.378
H (-0.498, 1.174, -0.505)  0.263
H (-2.216, -1.216, -0.196)  0.338
H (-3.810, 0.240, -0.919)  0.262

Among the records above, which one has the lowest ΔE to the lowest compared entry with this formula, charge and spin? C3H7N2O5S